# 1
A molecular structure, C24H64LiN15O20 at a distorted geometry. Source: the Open Molecules 2025 dataset; level of theory: wB97M-V/def2-TZVPD.

Geometry as XYZ:
```
124
Properties=species:S:1:pos:R:3:forces:R:3
O 21.718 -21.068 11.366 1.2 3.1 1.5
O 19.411 -17.952 9.060 -1.1 1.3 1.8
O 19.513 -18.305 3.212 -0.2 0.4 0.1
O 20.922 -24.942 8.959 0.0 -1.9 1.7
O 15.181 -21.876 7.399 -0.2 -1.4 0.4
O 24.417 -20.337 3.060 0.1 0.3 -0.7
O 26.004 -22.023 9.536 2.7 2.4 1.0
O 16.532 -26.342 9.335 -1.0 0.4 1.6
O 23.562 -20.246 6.643 0.5 -0.1 0.3
O 26.112 -28.503 6.768 -0.8 -3.7 0.8
O 27.326 -24.751 2.617 0.4 -0.5 0.3
O 18.150 -19.013 5.557 -0.6 0.2 0.1
O 23.320 -22.670 1.618 0.1 -0.2 -0.5
O 23.094 -28.367 5.941 0.1 -0.6 -0.3
O 21.679 -26.438 11.232 0.3 -0.3 -0.2
O 22.801 -26.068 7.389 0.0 -1.1 1.5
O 16.409 -20.234 8.135 1.1 0.1 1.3
O 18.810 -24.313 4.444 0.2 0.4 -1.2
O 23.001 -22.468 4.547 -2.1 0.7 0.7
O 20.472 -21.491 5.846 2.9 -2.6 0.4
N 26.089 -22.958 2.974 0.9 4.9 -0.5
N 21.129 -19.344 9.065 4.7 -2.7 4.9
N 19.953 -22.394 11.276 -5.5 -0.8 0.9
N 25.240 -24.832 3.437 -3.7 -4.7 1.8
N 21.256 -19.685 3.574 0.7 -1.9 1.6
N 18.355 -25.631 10.476 2.0 0.7 3.7
N 27.560 -26.870 6.323 2.6 -0.7 -0.3
N 25.415 -24.137 9.867 0.7 -3.8 2.0
N 24.386 -22.908 8.405 -2.9 0.1 -3.3
N 21.410 -18.104 2.096 2.9 2.3 -3.4
N 21.899 -23.136 10.759 2.4 -4.1 -0.9
N 18.286 -24.151 3.136 -1.0 -0.8 -1.9
N 18.258 -25.677 8.297 3.7 1.2 -4.5
N 20.125 -18.976 7.336 -1.4 -1.5 -11.0
N 25.632 -26.368 7.001 -5.5 2.8 2.7
C 22.789 -24.340 5.753 -2.3 -1.6 2.9
C 22.269 -25.027 6.963 0.8 2.5 -1.9
C 17.246 -23.100 2.980 -0.7 0.3 -1.0
C 17.708 -21.587 3.185 0.4 -1.4 0.6
C 20.671 -18.653 2.994 -3.3 -1.1 1.4
C 22.276 -23.093 5.421 3.3 -0.2 -0.5
C 21.204 -22.127 11.175 2.0 1.9 -0.4
C 17.230 -22.486 8.405 0.0 0.2 0.4
C 18.392 -24.580 0.621 1.3 2.1 0.7
C 20.692 -23.077 7.456 1.4 -3.7 2.3
C 16.512 -23.289 1.539 1.5 0.7 1.5
C 16.228 -23.382 4.074 -0.2 -0.4 0.7
C 17.654 -25.832 9.399 -5.0 -3.1 -0.7
C 21.212 -24.339 7.933 0.8 3.1 -4.3
C 19.182 -24.535 2.016 -0.1 -1.0 -1.1
C 21.185 -22.512 6.298 -4.1 3.9 -2.5
C 26.271 -24.230 2.982 3.2 -0.2 -1.5
C 26.408 -27.359 6.793 2.8 0.9 -2.5
C 20.425 -23.647 1.854 -1.0 0.9 0.0
C 19.667 -26.004 2.199 -0.1 0.8 0.6
C 16.188 -21.451 8.029 -1.6 1.4 -1.9
C 25.366 -22.980 9.250 -0.1 0.8 0.8
C 20.128 -18.777 8.529 -1.6 4.1 5.5
C 17.543 -23.339 0.430 -1.7 -0.5 -0.2
Li 22.272 -26.506 9.362 -0.6 0.7 -0.7
H 22.864 -23.015 10.487 -0.4 0.1 -0.1
H 22.321 -18.519 1.965 -0.1 0.5 -0.5
H 24.749 -24.861 9.637 0.4 0.1 0.1
H 24.873 -19.878 3.766 0.0 0.2 0.3
H 17.752 -25.813 7.434 0.2 0.2 0.3
H 16.734 -23.242 5.029 -0.5 0.5 0.1
H 15.286 -22.835 4.021 0.4 0.7 0.0
H 20.528 -19.838 6.997 -0.4 0.2 -0.6
H 22.961 -27.486 6.291 -0.1 0.5 0.1
H 18.831 -26.598 2.568 0.1 0.0 0.3
H 27.755 -25.894 6.492 0.7 -0.6 -0.6
H 21.404 -18.996 9.973 0.1 -0.9 -0.1
H 20.916 -26.937 11.525 -0.4 -0.2 0.0
H 23.661 -24.676 5.212 -0.1 -0.4 0.2
H 17.877 -21.498 4.258 -0.6 0.3 0.2
H 19.315 -21.672 11.578 0.1 0.0 -0.4
H 17.863 -25.513 0.429 -0.2 0.1 0.4
H 20.504 -25.966 2.896 -0.1 -0.5 0.2
H 23.107 -22.731 2.549 -0.5 0.0 0.6
H 15.946 -24.219 1.580 -0.1 0.0 0.0
H 18.698 -21.287 2.843 -0.1 -0.2 -0.9
H 23.974 -21.066 3.494 -0.5 -0.3 0.7
H 18.010 -22.367 0.272 0.9 -0.1 0.7
H 24.328 -22.037 7.896 -0.2 0.0 -0.1
H 25.221 -22.514 3.236 0.6 -0.1 0.0
H 21.002 -17.491 1.405 0.2 -0.2 0.3
H 20.147 -22.594 1.815 -0.3 0.2 0.1
H 28.119 -27.591 5.888 0.7 0.9 0.1
H 17.698 -22.702 7.444 0.2 -0.4 0.1
H 21.050 -23.707 2.745 0.4 -0.4 -0.3
H 25.391 -25.829 3.491 -0.6 -0.1 -0.1
H 19.854 -22.687 8.015 0.0 0.6 -0.3
H 26.114 -24.340 10.568 -0.2 0.2 -0.3
H 20.891 -23.785 0.878 0.6 -0.5 0.5
H 17.048 -23.427 -0.537 -0.4 -0.3 -0.2
H 24.016 -23.744 7.976 -0.1 0.4 -0.2
H 23.715 -21.804 1.518 0.2 0.2 -0.1
H 18.235 -18.612 4.692 0.3 0.1 -0.5
H 15.873 -22.422 1.373 -0.3 -0.1 0.4
H 17.876 -25.396 11.334 0.4 -0.2 -0.2
H 23.267 -21.033 6.184 -0.2 -0.2 -0.6
H 19.150 -25.204 8.335 -0.4 0.0 -0.7
H 15.879 -24.412 4.150 0.4 -0.4 -0.6
H 20.737 -20.231 4.247 0.2 -0.2 0.1
H 20.015 -26.478 1.281 0.1 0.4 -0.2
H 22.405 -28.893 6.348 -0.2 -0.1 0.0
H 22.103 -26.152 12.041 0.2 0.3 0.2
H 17.955 -22.057 9.096 0.2 0.0 0.1
H 21.640 -20.053 8.560 0.3 0.3 0.7
H 19.358 -18.531 6.852 -0.2 -0.5 -0.5
H 19.582 -23.124 10.684 -0.4 0.2 0.2
H 19.353 -25.550 10.342 -0.2 0.6 0.5
H 16.750 -23.370 8.826 0.1 -0.1 -0.1
H 24.302 -24.514 3.240 0.2 0.0 0.1
H 21.352 -23.925 10.445 0.8 -0.1 -0.2
H 25.773 -25.379 6.853 0.2 -0.5 -0.2
H 18.766 -19.745 5.544 -0.1 -0.4 -0.1
H 22.903 -19.584 6.433 -0.4 0.3 0.0
H 26.946 -22.444 2.828 -0.6 0.4 -0.2
H 16.932 -20.895 2.858 0.1 0.0 0.2
H 24.703 -26.696 7.224 -0.2 0.8 0.0
H 19.094 -24.415 -0.197 0.8 -0.9 0.2
H 19.324 -23.506 4.527 0.4 0.4 0.8
H 22.106 -20.091 3.210 -0.2 0.1 0.2
```
Positions in Å, forces in eV/Å.

Calculated values
LUMO level (Ha): 0.069
Energy (eV): -89437.358
Net charge: -2
Kohn-Sham gap (eV): 3.421

Atomic partial charges in e from the Mulliken method, atoms 1 to 5: -0.718 -0.813 -0.726 -0.771 -0.798


# 2
6 unconnected molecules or ions with the total composition C24H64N4O10 at a distorted geometry. Source: the Open Molecules 2025 dataset; level of theory: wB97M-V/def2-TZVPD.

Geometry as XYZ:
```
102
Properties=species:S:1:pos:R:3:forces:R:3
O -3.650 0.905 -6.633 -0.3 1.4 1.7
O 0.003 -3.463 -0.812 -0.3 -0.1 -1.2
O -0.504 0.704 -2.130 0.2 0.0 0.0
O 1.611 5.258 6.297 -0.8 0.0 -1.0
O -2.991 -8.628 -4.400 0.2 0.1 -0.4
O -3.812 1.305 -1.398 -1.1 0.1 -0.5
O -0.218 -0.947 0.133 -0.1 0.5 0.7
O 4.419 1.161 -0.058 -1.0 -0.3 -0.5
O 6.766 0.710 3.495 1.0 -0.1 -0.7
O -0.387 1.982 3.824 -1.1 -0.4 0.8
N -2.567 -5.138 -3.030 -0.1 -0.5 0.0
N -4.967 1.851 -3.966 -0.2 0.3 0.2
N 6.642 3.238 0.804 -0.5 0.0 -1.1
N 0.110 2.684 6.493 -1.1 1.7 1.7
C 6.278 2.492 1.960 0.5 0.5 1.9
C 0.405 -4.457 0.048 0.8 -0.7 1.5
C -4.941 1.534 -6.414 -0.1 0.3 -0.3
C -3.528 0.259 -7.860 -0.2 0.6 -0.4
C 7.580 -0.381 3.944 -1.1 0.3 -0.1
C -5.025 2.573 -5.263 0.8 -2.1 0.8
C -1.252 -4.957 -2.425 0.3 0.2 -0.4
C -1.212 -3.721 -1.497 -0.4 0.0 0.2
C -3.526 0.807 -0.113 0.5 0.1 -0.2
C -0.309 1.082 2.723 0.3 -0.8 0.9
C -5.355 2.604 -2.784 -0.1 0.0 0.6
C -2.632 -9.939 -4.013 0.6 -0.1 -0.9
C 2.821 5.942 6.188 0.9 -0.5 1.0
C 7.180 1.279 2.239 -1.0 -0.6 0.6
C 1.379 4.636 7.543 -0.7 -0.7 -0.8
C -2.536 -7.652 -3.477 -0.4 0.7 -0.3
C 3.084 0.720 -0.320 0.5 0.0 -0.2
C 4.809 2.347 -0.714 1.4 0.2 1.5
C -1.154 1.400 4.928 -0.2 0.9 -0.3
C -1.268 2.422 6.088 1.2 -1.8 -2.3
C -2.613 -6.184 -4.076 -0.8 -0.9 0.6
C 6.359 2.505 -0.420 -1.3 0.6 -1.5
C -5.156 1.800 -1.437 0.5 1.5 -2.3
C 0.025 3.837 7.411 2.4 1.3 1.3
H 2.160 3.924 7.808 0.4 -0.3 -0.3
H -2.176 1.145 4.647 -0.2 0.1 -0.6
H 8.249 1.488 2.276 0.2 0.7 0.2
H -0.129 3.565 8.455 -0.4 -0.7 0.0
H -3.855 0.977 -8.612 -0.4 -0.4 -0.6
H 8.620 -0.158 4.184 0.1 0.6 0.0
H -2.481 0.066 -8.096 0.1 -0.1 0.4
H -5.256 2.156 -7.252 0.3 -0.3 -0.8
H -1.266 0.833 2.266 -0.2 0.4 -0.1
H -6.407 2.881 -2.846 -0.3 -0.3 0.0
H -2.783 -10.588 -4.876 -0.5 0.0 0.1
H 2.298 1.424 -0.048 0.1 0.3 0.5
H -4.059 1.463 -3.751 0.2 -0.1 -0.5
H -0.742 4.587 7.215 -0.3 -0.1 -0.6
H 0.931 -5.283 -0.430 0.1 0.0 -0.3
H -5.309 2.511 -0.625 -0.1 -0.1 0.2
H -4.091 -0.674 -7.866 -0.2 -0.1 -0.3
H -0.034 0.675 -2.963 0.2 0.0 -0.2
H -1.555 -10.013 -3.866 0.2 0.2 0.4
H 6.850 1.534 -0.481 -0.2 -0.3 0.0
H 2.795 6.917 6.674 -0.1 0.1 0.2
H -0.977 -5.857 -1.876 -0.1 0.0 0.3
H -4.244 3.311 -5.448 0.4 0.1 0.3
H -0.013 -0.250 -0.491 -0.1 0.3 -0.3
H -5.669 0.728 -6.324 -0.2 0.1 0.4
H -1.993 -3.835 -0.745 -0.2 -0.3 0.1
H -0.722 0.462 5.277 0.5 0.0 0.0
H 5.202 2.321 2.014 0.1 -0.8 -0.6
H 7.108 0.566 1.418 -0.4 -0.5 0.0
H -1.904 -6.068 -4.896 0.8 0.0 0.2
H -0.118 -1.755 -0.370 0.2 -0.6 0.0
H 7.050 -0.693 4.843 0.3 -0.4 0.0
H -1.515 -7.887 -3.178 0.2 0.0 0.0
H 1.431 5.377 8.341 -0.7 0.2 0.2
H 6.352 3.178 2.804 0.5 0.0 0.3
H -0.383 -4.899 0.658 -0.6 0.1 -0.2
H -1.781 3.291 5.674 -0.1 0.3 0.2
H 4.314 3.213 -0.276 -0.1 0.2 0.3
H -1.877 1.931 6.847 0.2 0.3 0.3
H -2.823 -4.253 -3.443 -0.2 0.0 -0.2
H -3.189 -7.794 -2.616 0.1 0.7 0.5
H -3.440 1.654 0.568 -0.2 -0.1 0.4
H 6.677 3.067 -1.299 0.6 0.3 0.2
H -3.554 -6.079 -4.614 -0.3 -0.1 0.4
H 2.962 -0.229 0.204 -0.1 0.2 0.0
H -1.365 1.059 -2.352 -0.5 0.1 0.1
H -2.548 0.327 -0.159 -0.1 -0.2 0.1
H 3.525 5.287 6.700 0.8 0.4 0.1
H -3.152 -10.336 -3.141 -0.2 0.2 0.1
H 2.915 0.555 -1.384 0.3 -0.2 -0.3
H -5.952 3.144 -5.280 -0.3 -0.4 -0.3
H -1.423 -2.751 -1.947 -0.1 -0.3 -0.7
H -4.877 3.583 -2.751 0.6 0.2 0.3
H 3.227 6.093 5.187 -0.8 -0.3 -0.3
H -5.950 1.053 -1.446 0.4 -0.6 0.4
H 7.613 -1.187 3.211 -0.2 -0.2 -0.1
H 4.560 2.422 -1.773 0.2 -0.7 -0.3
H 7.611 3.515 0.872 0.1 0.0 -0.2
H 0.055 0.140 3.134 0.2 -0.3 -0.3
H -4.312 0.109 0.174 0.1 -0.1 0.4
H 0.406 1.406 1.967 -0.2 0.4 0.2
H 1.058 -4.002 0.793 0.3 0.0 -0.2
H 0.634 2.990 5.686 0.0 0.0 -0.3
H -0.543 -4.905 -3.251 0.7 0.4 0.1
```
Positions in Å, forces in eV/Å.

Calculated values
LUMO level (Ha): 0.014
Energy (eV): -52354.057
Structure (SMILES): COCCNCCOC.COCCNCCOC.COCCNCCOC.COCCNCCOC.O.O
Kohn-Sham gap (eV): 8.970

Atomic partial charges in e from the Mulliken method, atoms 1 to 5: -0.276 -0.491 -0.537 -0.294 -0.336


Question: Number 2 is which compound?
Answer: C24H64N4O10